(1)
An isolated molecule of C4H9NO3 at a distorted geometry. Source: the OMol25 dataset; level of theory: wB97M-V/def2-TZVPD.

Geometry as XYZ:
```
17
Properties=species:S:1:pos:R:3
C 2.272 -0.416 -0.986
C 1.158 -0.335 0.108
C 1.072 1.035 0.796
O 0.222 1.956 0.244
N -0.123 -0.681 -0.617
C -1.277 -0.565 0.133
O -1.451 -0.179 1.256
O -2.232 -0.994 -0.729
H 3.040 0.248 -0.514
H 2.735 -1.385 -1.175
H 1.834 -0.088 -1.928
H 1.445 -1.109 0.856
H 2.028 1.374 1.161
H 0.528 0.714 1.738
H 0.611 2.273 -0.628
H -0.195 -0.831 -1.605
H -3.115 -1.149 -0.367
```

Calculated values
net charge = 0
HOMO-LUMO gap = 0.3853 Eh
energy above the lowest of the compared OMol25 structures with the same formula, charge and spin = 30.3 kcal per mole
structure (SMILES) = C[C@@H](CO)NC(=O)O
HOMO energy = -9.8 eV
largest force on an atom = 4.22 eV/Å

=====

(2)
A structure of composition C22H33Br2N5RbS2 at a distorted geometry. Source: the OMol25 dataset; level of theory: wB97M-V/def2-TZVPD.

Geometry as XYZ:
```
65
Properties=species:S:1:pos:R:3
Rb -0.310 0.889 0.059
C -0.637 1.833 -4.247
N -0.810 0.531 -3.588
C 0.070 -0.556 -4.072
C 1.549 -0.367 -3.642
N 1.878 -1.025 -2.349
C 3.047 -0.435 -1.733
C 1.435 -2.324 -2.132
C 1.271 -3.307 -3.161
C 0.806 -4.573 -2.863
C 0.448 -4.944 -1.576
C 0.728 -4.068 -0.516
C 1.188 -2.764 -0.717
S 1.455 -1.836 0.708
C -2.023 0.215 -2.985
C -2.517 -1.111 -2.973
C -3.864 -1.365 -3.040
C -4.763 -0.384 -2.670
C -4.283 0.885 -2.315
C -2.912 1.174 -2.322
S -2.359 2.685 -1.676
H -1.233 1.952 -5.175
H 0.440 1.948 -4.527
H -0.928 2.577 -3.528
H 0.037 -0.529 -5.160
H -0.386 -1.499 -3.803
H 1.840 0.717 -3.627
H 2.181 -0.784 -4.453
H 3.965 -0.927 -2.102
H 2.956 -0.511 -0.637
H 3.072 0.578 -2.066
H 1.538 -3.099 -4.207
H 0.774 -5.296 -3.702
H -0.091 -5.865 -1.261
H 0.546 -4.398 0.486
H -1.768 -1.923 -3.098
H -4.240 -2.331 -3.393
H -5.853 -0.585 -2.762
H -4.969 1.598 -1.870
Br -3.819 0.505 2.228
C -3.985 2.179 3.326
Br -2.700 3.540 2.741
H -3.795 1.988 4.355
H -4.977 2.564 3.160
C 3.052 1.656 2.102
N 2.346 1.136 3.253
C 3.037 0.193 4.028
C 1.072 1.536 3.553
N 0.319 1.927 2.540
N 0.677 1.416 4.864
C -0.751 1.260 5.156
C 1.544 1.927 5.947
H 4.070 1.881 2.459
H 2.602 2.577 1.743
H 3.083 0.899 1.285
H 3.442 -0.607 3.424
H 2.378 -0.269 4.772
H 3.887 0.632 4.579
H -0.572 2.329 2.823
H -1.331 2.209 5.055
H -0.832 0.835 6.189
H -1.187 0.554 4.464
H 2.030 2.860 5.571
H 2.246 1.187 6.331
H 0.883 2.306 6.748
```

Calculated values
net charge = -1
HOMO-LUMO gap = 0.1853 Eh
energy above the lowest of the compared OMol25 structures with the same formula, charge and spin = 6.2 kcal per mole
HOMO energy = -3.2 eV
largest force on an atom = 2.81 eV/Å

=====

(3)
A structure of composition C18H34N7Os. Source: the OMol25 dataset; level of theory: wB97M-V/def2-TZVPD.

Geometry as XYZ:
```
60
Properties=species:S:1:pos:R:3
Os -0.106 0.980 -0.328
C -0.751 0.275 2.396
N -1.035 1.466 1.525
C -2.514 1.664 1.497
C -0.396 2.673 2.130
C 1.016 2.802 1.691
C 1.926 3.661 2.405
C 3.209 3.834 1.951
C 3.604 3.157 0.800
C 2.686 2.297 0.083
C 1.392 2.093 0.522
H -1.200 0.424 3.381
H 0.325 0.144 2.513
H -1.197 -0.610 1.941
H -2.873 1.852 2.510
H -2.984 0.761 1.117
H -2.757 2.512 0.862
H -0.497 2.648 3.220
H -0.940 3.564 1.790
H 1.590 4.164 3.305
H 3.902 4.477 2.477
H 4.615 3.271 0.424
H 3.045 1.836 -0.830
C -2.496 2.762 -2.556
C -2.522 1.264 -2.816
C -2.405 0.938 -4.299
C -3.742 0.602 -2.197
N -1.331 0.626 -2.098
N -0.025 1.117 -2.462
H -3.400 3.207 -2.969
H -1.667 3.277 -3.051
H -2.479 2.994 -1.488
H -3.264 1.350 -4.827
H -2.401 -0.140 -4.468
H -1.515 1.379 -4.754
H -4.636 0.964 -2.702
H -3.846 0.838 -1.138
H -3.716 -0.483 -2.319
H -1.352 -0.385 -2.258
H -0.112 2.039 -2.885
H 0.513 0.503 -3.071
C 0.653 -5.139 1.804
C 2.052 -4.846 1.272
C 2.792 -3.834 2.138
C 2.029 -4.428 -0.201
N 1.278 -3.170 -0.413
C 1.672 -1.910 -0.301
N 0.629 -1.136 -0.568
N -0.414 -1.982 -0.821
N -0.023 -3.185 -0.735
H 0.716 -5.537 2.815
H 0.126 -5.868 1.189
H 0.040 -4.233 1.853
H 2.619 -5.781 1.269
H 2.232 -2.894 2.224
H 3.791 -3.617 1.753
H 2.908 -4.215 3.151
H 1.531 -5.167 -0.824
H 3.034 -4.258 -0.586
H 2.671 -1.600 -0.044
```

Calculated values
net charge = +3
2S+1 = 5
HOMO-LUMO gap (spin up / spin down) = 0.3350 / 0.2129 Eh
energy above the lowest of the compared OMol25 structures with the same formula, charge and spin = 8.7 kcal per mole
HOMO energy (spin up / spin down) = -18.6 / -19.0 eV
largest force on an atom = 0.35 eV/Å